Record 1
C18H27Cl20N2O4S | the ωB97M-V functional and the def2-TZVPD basis

Geometry as XYZ:
```
72
Properties=species:S:1:pos:R:3:forces:R:3:lowdin_charge:R:1
C 1.432 0.662 3.295 -0.2736 0.1398 -0.1135 -0.10
C 1.027 1.516 2.083 -0.2556 0.0376 0.8147 -0.25
C -0.489 1.775 2.024 -0.0796 0.0667 -0.4145 -0.19
C -1.067 1.604 0.616 0.0079 0.0416 0.1588 -0.15
C -0.897 0.196 0.048 0.5740 0.4824 -0.3924 -0.30
N -1.284 -0.851 1.045 -0.4198 -0.0988 -0.4131 0.15
C -2.751 -1.155 0.926 -0.2348 -0.7142 -0.1938 -0.24
C -3.260 -1.980 2.112 0.1677 0.3848 0.3097 -0.12
C -4.575 -1.469 2.717 -0.0801 -0.3597 0.0009 -0.14
C -5.694 -1.092 1.716 -0.1732 0.0550 -0.0786 -0.09
C -6.241 0.263 2.090 -0.7854 -0.1218 0.4961 -0.52
O -7.183 0.418 2.815 0.7135 0.0356 -0.3480 0.16
O -5.500 1.333 1.655 -0.0723 0.2706 -0.0946 0.08
C -2.831 -1.968 -0.362 -0.2942 0.1737 0.4290 -0.13
N -2.299 -1.278 -1.529 0.4255 -0.0110 -0.0231 -0.11
C -1.618 -2.187 -2.456 -0.1014 -0.0871 -0.0768 -0.25
O -2.187 -3.464 -2.406 0.0802 -0.0534 -0.3133 -0.13
O -3.539 -3.422 -2.879 -0.1248 0.2073 0.2982 0.01
C -1.680 0.028 -1.284 -0.5494 0.0397 0.0799 -0.57
S -0.529 0.589 -2.569 0.1548 0.0126 -0.0297 0.88
H 2.350 0.103 3.130 0.0607 0.0393 0.0109 0.03
H 1.570 1.312 4.157 0.0456 -0.1153 0.0836 0.03
H 0.642 -0.043 3.579 0.0680 -0.1520 -0.0658 0.07
H 1.392 1.083 1.154 0.0623 0.0854 -0.0142 0.04
H 1.503 2.484 2.227 0.2254 0.0111 -0.4141 0.07
H -1.036 1.133 2.726 0.0363 0.0371 0.1362 0.10
H -0.718 2.790 2.349 -0.0141 -0.0181 0.0458 0.12
H -2.115 1.914 0.581 -0.0499 -0.1051 0.0769 0.12
H -0.530 2.264 -0.067 -0.0209 0.0191 -0.0523 0.10
H 0.168 0.059 -0.151 -0.0119 -0.2501 0.1238 0.09
H -0.815 -1.724 0.800 0.2058 0.0072 0.2416 0.19
H -0.998 -0.583 1.989 0.0117 0.1205 -0.0090 0.14
H -3.300 -0.218 0.850 0.2535 0.2216 0.1103 0.14
H -3.336 -3.037 1.855 -0.0264 0.0316 -0.2097 0.13
H -2.505 -1.922 2.903 -0.0467 -0.1373 0.0714 0.12
H -4.363 -0.641 3.393 -0.0041 0.1298 -0.1318 0.13
H -4.969 -2.266 3.347 0.0657 0.0686 0.1234 0.12
H -5.359 -1.082 0.677 0.1169 -0.0076 -0.0081 0.11
H -6.524 -1.792 1.777 0.0683 -0.0711 -0.0052 0.13
H -5.389 1.294 0.697 0.1191 -0.0899 0.0104 0.11
H -2.286 -2.899 -0.153 0.0292 -0.0523 -0.1156 0.14
H -3.871 -2.271 -0.499 0.0221 -0.0211 -0.2065 0.13
H -1.660 -1.806 -3.481 -0.0155 0.1791 0.0947 0.11
H -0.560 -2.357 -2.217 -0.0223 -0.1410 0.0935 0.14
H -3.508 -2.901 -3.699 0.1912 -0.1774 -0.1043 0.11
H -2.481 0.768 -1.273 -0.0089 0.0164 0.0849 0.11
H -1.425 1.200 -3.349 -0.1020 -0.0150 -0.0432 -0.10
C 4.745 -0.683 0.268 0.1555 -0.0067 0.0605 -2.03
Cl 5.485 -2.196 -0.235 -0.0151 -0.0248 -0.0228 0.55
Cl 5.033 -0.433 1.992 -0.0169 0.0578 -0.0384 0.55
Cl 5.418 0.652 -0.663 -0.1165 0.0189 0.1885 0.52
Cl 2.986 -0.778 -0.017 -0.0237 -0.0155 -0.0969 0.52
C 6.689 -0.467 -5.034 0.0083 0.0219 -0.0521 -2.05
Cl 6.013 -1.051 -3.506 0.0286 -0.0938 -0.1001 0.48
Cl 8.127 -1.404 -5.436 -0.0092 -0.0003 0.0051 0.54
Cl 5.485 -0.644 -6.311 0.0647 0.0258 0.1066 0.49
Cl 7.123 1.237 -4.860 -0.0021 0.0092 0.0055 0.53
C 3.149 -1.348 -9.496 -0.0053 -0.0144 -0.0695 -2.06
Cl 2.491 -0.903 -7.910 -0.0173 -0.0098 -0.0036 0.49
Cl 3.382 0.111 -10.458 0.0020 0.0086 0.0054 0.53
Cl 4.697 -2.168 -9.281 -0.0396 -0.0186 -0.0355 0.52
Cl 2.017 -2.425 -10.314 -0.0084 -0.0022 0.0025 0.53
C 3.074 1.448 7.090 -0.0086 0.0111 0.0286 -2.06
Cl 2.307 2.975 6.632 -0.0151 0.0194 -0.0110 0.52
Cl 4.156 1.712 8.450 -0.0104 -0.0022 -0.0170 0.55
Cl 1.827 0.278 7.535 -0.0181 -0.0081 -0.0053 0.52
Cl 3.990 0.825 5.711 0.1286 -0.0199 0.0219 0.53
C 2.674 5.005 0.552 0.0214 0.0311 0.0141 -2.05
Cl 3.448 3.498 0.047 -0.0015 -0.0427 -0.0342 0.51
Cl 2.871 5.206 2.295 -0.0130 -0.0158 0.0180 0.54
Cl 3.403 6.361 -0.294 0.0020 -0.0075 0.0052 0.56
Cl 0.942 4.937 0.166 -0.0286 -0.0365 0.0010 0.53
```
Positions in Å, forces in eV/Å.

Properties
orbital gap = 9.63 eV
total charge = +1
E_LUMO = -2.78 eV
multiplicity = 1

Record 2
C18H27ClNO2PtS5Si2 | the ωB97M-V functional and the def2-TZVPD basis

Geometry as XYZ:
```
57
Properties=species:S:1:pos:R:3:forces:R:3:lowdin_charge:R:1
Pt 0.173 0.243 -0.265 -0.4407 -0.3698 0.3146 0.85
C 2.457 1.362 2.727 -0.1197 -0.0190 -0.1492 -0.18
Si 1.424 -0.197 2.765 -0.1779 -0.0679 -0.1089 0.44
C 2.387 -1.610 1.978 0.0027 0.0856 0.0106 -0.17
C 1.174 -0.672 4.584 -0.0086 0.1261 -0.0251 -0.18
C -0.221 -0.022 1.860 0.2994 -0.1738 -0.5040 -0.47
C -0.729 -1.400 1.544 0.1366 0.4399 0.4608 -0.41
C -1.256 -2.423 2.325 -0.0645 -0.0633 0.0894 -0.02
C -1.548 -3.634 1.717 0.0226 0.0865 0.0131 -0.06
C -1.312 -3.808 0.357 0.0239 -0.0200 -0.1041 -0.06
C -0.795 -2.750 -0.372 -0.1081 -0.0123 0.1837 -0.08
N -0.541 -1.597 0.238 0.3563 0.2789 -0.5727 -0.06
Si -1.548 1.164 2.397 -0.0686 0.0657 0.1314 0.43
C -2.353 0.604 4.021 0.0107 0.0199 -0.0250 -0.18
C -2.942 1.219 1.134 0.0599 0.0210 0.0138 -0.18
C -0.843 2.876 2.687 0.0059 -0.2147 0.2452 -0.20
H 3.440 1.163 3.161 0.0175 0.0037 0.0098 0.04
H 2.002 2.183 3.286 0.0104 -0.0134 -0.0515 0.03
H 2.604 1.694 1.693 -0.0401 -0.1672 0.2542 -0.02
H 3.399 -1.653 2.391 -0.0026 -0.0049 0.0122 0.03
H 2.465 -1.480 0.896 0.0034 0.0031 0.0040 0.02
H 1.909 -2.574 2.174 -0.0180 -0.0037 -0.0214 0.03
H 2.145 -0.783 5.076 0.0015 -0.0166 -0.0029 0.02
H 0.633 -1.613 4.704 -0.0059 -0.0054 -0.0392 0.02
H 0.620 0.103 5.120 0.0304 -0.0184 0.0025 0.01
H -1.412 -2.264 3.384 -0.0048 -0.0239 -0.0120 0.10
H -1.951 -4.450 2.303 -0.0005 -0.0021 0.0024 0.10
H -1.516 -4.749 -0.133 -0.0055 -0.0002 0.0121 0.10
H -0.575 -2.802 -1.429 0.0157 0.0157 0.0153 0.12
H -2.816 -0.381 3.919 -0.0167 0.0059 -0.0010 0.01
H -3.139 1.306 4.314 -0.0025 -0.0026 -0.0057 0.03
H -1.632 0.552 4.841 -0.0068 0.0009 -0.0273 0.01
H -3.474 0.263 1.100 0.0246 -0.0119 -0.0174 0.03
H -2.547 1.427 0.138 0.0002 0.0126 0.0060 0.01
H -3.667 1.998 1.385 0.0036 -0.0116 0.0416 0.03
H -0.256 2.922 3.609 -0.0199 -0.0559 0.0049 0.04
H -1.657 3.601 2.769 0.0252 -0.0097 0.0423 0.02
H -0.204 3.174 1.858 -0.0646 -0.2671 0.3307 -0.04
Cl 2.226 0.083 -5.234 0.0352 0.0217 -0.0341 0.54
C 0.878 -0.789 -4.447 -0.0284 -0.0143 0.0302 -0.50
C 1.026 -0.753 -2.922 -0.0659 -0.0606 0.0727 -0.77
O 1.931 -1.376 -2.390 -0.0050 -0.0242 0.0215 -0.01
O 0.094 -0.071 -2.354 0.1888 0.1673 0.0530 -0.28
H 0.928 -1.818 -4.793 -0.0115 -0.0041 -0.0061 0.07
H -0.044 -0.312 -4.761 0.0064 0.0044 -0.0086 0.06
C -1.400 4.787 -1.616 -0.0437 0.1527 -0.0246 -0.40
S -1.302 4.727 0.190 -0.0793 0.1404 -0.3735 0.82
C 0.437 4.653 0.415 0.2366 0.2090 -0.2089 -1.03
C 1.261 3.672 -0.018 -0.0915 0.2169 0.3740 -1.08
S 0.815 2.353 -1.050 0.1547 -0.5106 -0.2242 0.56
S 2.948 3.911 0.407 -0.0980 0.1886 -0.0801 0.91
C 2.793 5.382 1.301 -0.0170 -0.0166 -0.2873 -1.51
S 4.056 6.182 1.991 0.0562 0.0087 0.1199 0.48
S 1.171 5.973 1.299 -0.0458 -0.1529 0.0411 0.90
H -2.447 4.966 -1.857 -0.0224 0.0040 0.0037 0.03
H -1.070 3.840 -2.037 -0.0273 0.0612 0.0204 -0.02
H -0.797 5.608 -1.999 -0.0170 -0.0013 -0.0224 0.04
```
Positions in Å, forces in eV/Å.

Properties
energy relative to the best compared isomer or geometry (same formula, charge and spin) = 6.5 kcal per mole
orbital gap = 7.39 eV
total charge = -1
E_LUMO = 2.35 eV
multiplicity = 1

Record 3
C18H27F3N5O6PS | the ωB97M-V functional and the def2-TZVPD basis

Geometry as XYZ:
```
61
Properties=species:S:1:pos:R:3:forces:R:3:lowdin_charge:R:1
O -1.579 3.367 2.426 -0.1366 0.4280 -0.2868 -0.30
S -0.938 3.781 1.205 1.9515 -0.8305 0.1031 0.73
O -1.522 3.533 -0.092 -0.2640 0.4835 0.4370 -0.30
C -0.627 5.647 1.364 0.3862 0.0129 -0.0134 -0.61
F -1.754 6.365 1.449 0.5768 -0.4298 -0.0588 0.14
F 0.126 5.868 2.468 -0.6905 -0.1096 -0.9201 0.12
F 0.076 6.050 0.274 -0.5648 -0.1897 0.8540 0.11
C 0.706 3.132 1.136 -0.0784 0.9076 -0.9204 -0.29
C 1.317 3.057 -0.296 -0.7362 1.2294 -0.3182 -0.09
C 2.676 2.469 -0.218 0.9641 -1.4082 -2.3959 -0.11
N 3.319 1.900 -1.305 -0.5073 -0.1678 3.5236 -0.18
O 3.097 1.752 -2.493 -0.1358 0.4497 -0.1756 0.01
O 4.387 1.091 -0.715 -0.3375 0.5697 -1.9150 -0.02
N 4.342 1.110 0.610 -2.6110 2.6481 1.6340 0.10
C 3.303 1.991 0.941 2.2078 -3.3472 -0.0421 -0.15
C 2.642 2.095 2.215 0.2282 -0.3424 0.7955 -0.14
N 2.993 1.318 3.378 -0.7436 -0.0257 1.3976 -0.35
O 3.951 0.528 3.462 -0.9165 1.3260 -1.1176 0.02
O 2.202 1.453 4.360 1.0088 -0.2790 -1.0482 -0.05
C 1.371 2.722 2.258 -0.0349 0.1421 -0.0027 -0.03
H 1.332 4.038 -0.897 -0.1138 -1.1359 1.1642 0.15
H 0.913 2.847 3.246 0.0663 -0.2387 -0.5206 0.13
C -0.011 -2.986 -4.111 0.2578 -0.2758 -0.2721 -0.05
C -1.087 -2.714 -3.037 -0.3802 0.1301 -0.1083 -0.59
C -2.349 -2.156 -3.721 0.0497 0.0105 -0.2789 -0.05
C -1.308 -3.980 -2.152 -0.1331 -0.4667 -0.2265 -0.08
N -0.701 -1.618 -2.053 0.2289 -0.7046 1.7084 -0.23
C 0.696 -1.146 -1.914 -0.3901 0.1980 -0.4022 -0.16
C 1.317 -1.739 -0.656 0.3422 -0.4916 0.1123 -0.15
C 0.702 -1.267 0.653 0.8440 0.9079 -0.1096 -0.19
N -0.692 -0.819 0.458 -1.0840 -2.2048 -1.3963 -0.18
C -1.522 -0.872 1.691 -1.0686 0.0469 0.6304 -0.66
C -2.081 -2.313 1.828 -0.5284 -0.1312 0.1249 -0.11
C -2.696 0.097 1.500 -0.1729 0.3784 0.3037 -0.04
C -0.705 -0.517 2.921 0.0783 0.0745 0.3363 -0.02
P -1.611 -1.716 -0.666 1.5511 3.0180 -1.3214 1.26
H 0.653 2.407 -0.875 0.2179 -0.0571 -0.2725 0.10
H 0.933 -3.404 -3.711 -0.5052 0.2488 -0.0037 0.09
H -0.389 -3.750 -4.822 -0.0095 0.4251 0.5207 0.10
H 0.245 -2.102 -4.730 -0.2673 -0.3311 0.5175 0.10
H -3.102 -1.821 -2.985 0.2370 -0.2974 -0.3482 0.07
H -2.034 -1.271 -4.301 -0.2483 -0.2901 0.2330 0.10
H -2.792 -2.874 -4.426 0.0851 0.1332 0.3371 0.09
H -2.103 -3.853 -1.381 0.4880 0.0248 -0.5947 0.04
H -1.626 -4.888 -2.691 0.3935 0.4153 -0.1407 0.10
H -0.346 -4.163 -1.637 -0.5118 -0.2174 -0.1880 0.08
H 1.207 -1.490 -2.810 0.2602 0.2198 0.2317 0.10
H 0.716 -0.042 -1.917 -0.0419 -0.4097 0.1068 0.13
H 1.198 -2.835 -0.692 0.2870 0.2433 -0.2675 0.11
H 2.379 -1.489 -0.650 0.0138 -0.2072 0.0389 0.13
H 0.709 -2.057 1.422 0.1833 0.2028 -0.4640 0.12
H 1.311 -0.431 1.039 -0.4534 -0.1778 0.0207 0.13
H -1.257 -3.046 1.823 -0.2348 0.1267 0.1824 0.09
H -2.678 -2.406 2.741 0.2775 -0.1049 -0.0412 0.10
H -2.772 -2.571 0.981 0.3819 0.1475 1.1312 0.03
H -2.352 1.138 1.363 -0.0919 -0.5173 0.0380 0.07
H -3.308 -0.188 0.622 0.1703 0.1296 0.3499 0.07
H -3.344 0.075 2.400 0.2779 -0.0269 -0.5231 0.11
H -0.191 0.447 2.801 -0.1450 -0.2615 0.0864 0.09
H -1.374 -0.451 3.796 0.2639 0.0205 -0.3868 0.11
H 0.031 -1.306 3.125 -0.1421 0.3792 0.1621 0.09
```
Positions in Å, forces in eV/Å.

Properties
orbital gap = 4.75 eV
total charge = 0
E_LUMO = -2.28 eV
multiplicity = 1

Record 4
C18H27N3O4 | the ωB97M-V functional and the def2-TZVPD basis

Geometry as XYZ:
```
52
Properties=species:S:1:pos:R:3:forces:R:3:lowdin_charge:R:1
C -4.466 -1.148 -0.524 0.2983 -0.3634 0.0551 -0.07
C -3.539 -2.276 -0.970 -0.2192 0.1434 -0.0414 -0.27
O -3.091 -3.068 0.110 -0.0867 -0.1685 0.0404 -0.15
C -1.977 -2.562 0.814 0.2871 -0.0903 -0.0208 -0.21
C -0.661 -3.142 0.280 -0.2135 0.1596 0.2511 -0.14
C 0.548 -2.599 1.043 -0.2209 -0.2027 -0.0554 -0.17
N 0.797 -1.210 0.730 0.1601 -0.2319 -0.2960 0.09
C 0.439 -0.209 1.553 0.4227 0.4160 -0.1266 -0.45
O -0.043 -0.375 2.652 -0.2622 0.0327 0.3513 0.08
C 0.639 1.211 0.976 -0.0738 -0.0534 0.4238 -0.16
N 1.723 1.304 0.027 -0.6734 -0.0566 -0.2226 0.11
C 2.973 1.669 0.357 0.4281 0.0499 -0.5526 -0.47
O 3.324 2.071 1.444 0.1249 0.0684 0.3464 0.08
C 3.957 1.489 -0.818 -0.2960 0.0813 0.1513 -0.07
N 4.402 0.109 -0.883 0.2914 0.2296 0.1468 0.08
C 3.616 -0.899 -1.305 0.3932 -0.3058 0.0602 -0.52
C 4.254 -2.264 -1.222 -0.1922 -0.0457 -0.0760 0.01
O 2.481 -0.719 -1.722 -0.2676 -0.0209 -0.3598 0.01
C -0.682 1.596 0.356 -0.0420 0.1552 -0.0381 -0.17
C -1.067 1.093 -0.881 0.0391 0.0946 0.1150 -0.03
C -2.290 1.436 -1.428 -0.0294 0.0297 0.0012 -0.05
C -3.167 2.272 -0.751 0.0556 0.0101 0.0097 -0.29
C -4.499 2.638 -1.330 -0.0058 -0.0137 0.0428 -0.05
C -2.786 2.755 0.496 -0.0101 -0.0472 -0.0823 -0.03
C -1.561 2.424 1.042 0.0807 -0.0703 -0.0280 -0.01
H -5.308 -1.562 0.025 -0.1134 -0.0294 0.0343 0.08
H -4.836 -0.609 -1.392 -0.0698 0.1372 -0.1167 0.07
H -3.940 -0.449 0.123 0.0167 0.1137 0.0463 0.06
H -4.082 -2.964 -1.624 0.1066 0.1141 -0.0380 0.12
H -2.688 -1.863 -1.528 0.0049 -0.0538 -0.0247 0.11
H -1.950 -1.467 0.776 -0.0296 0.0069 0.0535 0.11
H -2.107 -2.861 1.858 0.0545 0.1183 -0.0385 0.13
H -0.696 -4.228 0.378 -0.0146 -0.0586 -0.0407 0.12
H -0.559 -2.904 -0.781 0.0091 -0.0459 -0.0660 0.11
H 1.440 -3.179 0.789 -0.0531 0.0154 0.1010 0.11
H 0.371 -2.661 2.119 0.1209 -0.0514 -0.0728 0.12
H 1.155 -1.017 -0.195 0.0655 0.0816 0.1449 0.09
H 0.877 1.868 1.818 -0.0877 -0.1897 -0.1230 0.16
H 1.575 0.918 -0.897 0.2005 0.1307 0.1328 0.10
H 4.824 2.129 -0.661 -0.1282 -0.0379 0.0098 0.13
H 3.468 1.747 -1.760 0.1076 0.0080 0.0489 0.13
H 5.276 -0.113 -0.435 -0.0717 -0.0682 -0.0732 0.15
H 5.220 -2.266 -1.722 0.0888 -0.0212 -0.0061 0.08
H 4.402 -2.534 -0.178 0.0354 -0.0383 0.0791 0.09
H 3.604 -2.996 -1.691 -0.0110 0.0253 0.0029 0.09
H -0.417 0.427 -1.432 0.0816 -0.0935 -0.0924 0.11
H -2.568 1.042 -2.396 -0.0450 -0.0334 -0.1062 0.11
H -4.650 3.715 -1.291 -0.0678 0.0608 -0.0424 0.08
H -5.299 2.169 -0.756 -0.1063 -0.0177 -0.0154 0.08
H -4.579 2.310 -2.363 -0.0579 0.0002 -0.0721 0.07
H -3.458 3.400 1.043 -0.0717 0.0849 0.0661 0.12
H -1.281 2.807 2.012 0.0474 0.0420 0.1136 0.12
```
Positions in Å, forces in eV/Å.

Properties
energy relative to the best compared isomer or geometry (same formula, charge and spin) = 18.4 kcal per mole
orbital gap = 9.41 eV
total charge = 0
E_LUMO = 0.48 eV
multiplicity = 1
SMILES = CCOCCCNC(=O)[C@@H](NC(=O)CNC(C)=O)c1ccc(C)cc1

> Which of these has the lowest orbital gap?

C18H27F3N5O6PS

> The lowest E_LUMO belongs to which entry?

C18H27Cl20N2O4S